# 1
97
Properties=species:S:1:pos:R:3:forces:R:3 method="wB97M-V/def2-TZVPD" e_above_lowest_kcal_mol=0.0 homo_lumo_gap_ev=6.19 lumo_energy_ha=0.077 charge=-1 multiplicity=1
Y 0.140815 2.183484 -1.457556 0.1 -0.2 -0.2
Se 0.373953 2.248307 -4.287026 -0.1 -0.2 0.0
Se 0.557408 4.353854 -3.294258 0.1 0.1 0.0
Te -1.864969 4.521426 -2.354256 -0.2 0.0 0.1
Se -3.415602 4.062632 -4.154661 0.1 -0.1 0.0
Te -1.629997 -3.047365 -2.560290 -0.1 0.0 0.0
C -1.789606 -4.370195 -0.894867 0.0 -0.1 0.1
C -0.776551 -5.284136 -0.621262 0.0 0.0 0.0
C -0.876394 -6.096461 0.500368 0.0 0.0 0.0
N -1.897107 -6.057789 1.355288 0.0 0.0 0.0
C -2.874251 -5.192715 1.080042 0.0 -0.1 0.0
C -2.873353 -4.349518 -0.021572 0.0 0.0 -0.1
C -1.047726 -1.276155 -1.656965 0.4 0.1 -0.1
P -2.056763 0.148989 -1.507881 0.1 0.1 0.0
C -3.040222 0.117371 0.031196 0.0 0.0 0.0
C -3.866980 1.202133 0.326073 0.0 0.0 0.1
C -4.567215 1.241608 1.521146 0.0 0.0 0.0
C -4.450265 0.199229 2.434850 0.0 0.0 0.0
C -3.621149 -0.875679 2.151989 0.0 0.0 0.0
C -2.912403 -0.909242 0.956882 -0.1 0.0 0.0
C -3.363747 -0.012490 -2.769959 0.0 0.0 0.0
C -3.037801 0.285551 -4.089581 -0.1 0.0 0.0
C -3.949813 0.047685 -5.107259 0.0 0.0 0.0
C -5.199235 -0.477845 -4.814289 0.0 0.0 0.0
C -5.537009 -0.762851 -3.497833 0.0 0.0 0.0
C -4.622145 -0.534335 -2.480844 0.0 0.0 0.0
P 0.624638 -0.791881 -1.417301 -0.3 0.3 0.4
C 1.208248 -1.338489 0.244859 0.0 -0.2 -0.1
C 2.305752 -0.709149 0.827876 0.0 0.0 0.0
C 2.722461 -1.042451 2.109785 0.0 0.0 0.0
C 2.046491 -2.021243 2.824427 0.0 0.0 0.0
C 0.953542 -2.662055 2.252451 0.0 0.0 0.0
C 0.536514 -2.317451 0.974378 0.0 0.1 0.0
C 1.676000 -1.771533 -2.534113 0.1 0.0 0.0
C 1.793346 -1.345690 -3.855503 0.0 -0.1 0.0
C 2.513897 -2.093625 -4.776223 0.0 0.1 0.0
C 3.127433 -3.273845 -4.380775 0.0 0.0 0.0
C 3.014628 -3.705672 -3.066029 0.0 0.0 0.0
C 2.291296 -2.959390 -2.146750 0.1 0.1 0.0
H 0.098622 -5.343005 -1.257497 0.0 0.0 0.0
H -0.087234 -6.806434 0.730390 0.0 0.0 0.0
H -3.707143 -5.175509 1.777079 0.0 0.0 0.0
H -3.708477 -3.681745 -0.191628 0.0 0.0 0.0
H -3.954109 2.019806 -0.381414 0.0 0.0 0.0
H -5.200478 2.091415 1.745074 0.0 0.0 0.0
H -4.996566 0.234479 3.369938 0.0 0.0 0.0
H -3.509843 -1.682540 2.867975 0.0 0.0 0.0
H -2.230884 -1.721641 0.741964 0.0 -0.1 0.0
H -2.078148 0.726290 -4.322755 0.1 0.0 0.0
H -3.686904 0.303296 -6.126210 0.0 0.0 0.0
H -5.915262 -0.655933 -5.608078 0.0 0.0 0.0
H -6.512844 -1.170928 -3.262263 0.0 0.0 0.0
H -4.891584 -0.765138 -1.457014 0.0 0.0 0.0
H 2.836001 0.058095 0.277796 0.0 0.0 0.0
H 3.561594 -0.521843 2.555310 0.0 0.0 0.0
H 2.363052 -2.278840 3.828438 0.0 0.0 0.0
H 0.419430 -3.427586 2.803721 0.0 0.0 0.0
H -0.329808 -2.798258 0.541087 0.0 0.0 0.0
H 1.301323 -0.432467 -4.165975 0.0 0.1 0.0
H 2.594978 -1.752646 -5.801212 0.0 0.0 0.0
H 3.692749 -3.858709 -5.096549 0.0 0.0 0.0
H 3.486851 -4.630545 -2.756777 0.0 0.0 0.0
H 2.206041 -3.302043 -1.121801 0.0 0.0 0.0
C 2.285384 2.209836 6.280074 0.0 0.0 0.0
C 1.572943 2.567171 5.002205 0.0 0.0 0.0
C 1.614291 3.856855 4.488538 0.0 0.0 0.0
C 0.974714 4.194217 3.298453 0.1 -0.1 -0.1
C 1.056733 5.613588 2.805907 0.0 0.0 0.0
C 0.279685 3.202965 2.582800 0.0 0.0 0.0
Se -0.518174 3.692248 0.889415 0.0 -0.1 -0.1
C 0.171371 1.910084 3.120013 0.1 0.1 0.0
C -0.649410 0.817045 2.494680 0.1 0.0 0.1
C 0.833295 1.619611 4.310825 0.0 0.0 0.0
H 2.859138 3.055921 6.660855 0.0 0.0 0.0
H 2.974140 1.375859 6.127987 0.0 0.0 0.0
H 1.578060 1.908045 7.055697 0.0 0.0 0.0
H 2.160614 4.626802 5.026731 0.0 0.0 0.0
H 1.638034 6.224161 3.499553 0.0 0.0 0.0
H 0.057549 6.042794 2.711980 0.0 0.0 0.0
H 1.502513 5.683493 1.811932 0.0 -0.1 0.0
H -1.109685 1.135111 1.563664 0.0 0.0 0.0
H -1.457265 0.522647 3.171311 0.1 0.0 0.0
H -0.044880 -0.073996 2.304766 0.0 0.1 0.0
H 0.762029 0.607706 4.702029 0.0 0.0 0.0
N 2.983759 2.964469 0.966159 0.0 0.1 0.1
C 3.554785 2.514836 -0.165442 0.0 0.0 0.0
C 4.953669 2.341961 -0.245060 -0.1 0.0 0.1
C 5.501878 1.828758 -1.389077 0.0 0.0 -0.1
C 4.664260 1.504934 -2.459415 0.1 0.0 0.0
C 3.317517 1.713582 -2.305748 0.0 0.0 0.0
N 2.739564 2.203088 -1.185423 0.1 -0.1 -0.3
H 3.544083 3.239715 1.751224 0.0 0.0 0.0
H 2.015427 3.254239 0.941769 -0.1 0.0 0.1
H 5.563709 2.615429 0.606327 0.0 0.0 0.0
H 6.573116 1.684236 -1.460676 0.0 0.0 0.0
H 5.043354 1.095228 -3.384347 0.0 0.0 0.0
H 2.636309 1.486762 -3.113897 0.0 0.0 0.0

***

# 2
83
Properties=species:S:1:pos:R:3:forces:R:3 method="wB97M-V/def2-TZVPD" homo_lumo_gap_ev=4.22 lumo_energy_ha=0.084 charge=-1 multiplicity=1
Cu 0.942851 0.068774 -1.084927 -1.3 0.0 2.0
C 1.249834 -0.747245 -3.296967 -0.2 -0.3 -1.7
O 1.447201 -0.948251 -4.530349 0.1 0.2 0.9
O 1.974017 0.125383 -2.611874 0.9 -0.1 -1.7
O 0.310469 -1.334430 -2.620346 -0.3 -0.2 0.1
C 3.623426 -2.650746 -0.822982 -0.2 0.0 -0.1
C 4.431845 -1.787021 0.139943 0.1 -1.1 -0.6
O 4.861533 -0.594196 -0.531624 0.4 0.1 0.5
P 4.230591 0.779334 -0.103577 -0.3 -0.5 -0.3
O 2.783293 0.734943 0.106502 -0.1 0.5 0.5
O 5.023916 1.192638 1.213611 0.5 0.1 -0.1
C 4.749720 2.485446 1.761830 -0.5 0.0 0.5
C 3.773289 2.334343 2.922454 0.4 0.3 -0.1
O 4.805334 1.763228 -1.169552 0.0 0.3 0.0
C 4.075680 1.977878 -2.411642 0.2 0.4 -0.9
C 3.168302 3.174109 -2.255762 -0.2 0.1 1.0
H 2.972061 -3.318966 -0.258129 -0.1 0.1 -0.1
H 3.028146 -2.034054 -1.501444 -0.2 0.0 0.3
H 4.258492 -3.274829 -1.456036 0.2 0.1 0.1
H 3.889920 -1.576977 1.060523 -0.2 0.2 -0.1
H 5.331980 -2.360867 0.380815 0.1 0.4 0.3
H 5.696279 2.905267 2.101355 0.1 0.0 -0.1
H 4.312642 3.152775 1.015469 0.2 -0.1 -0.2
H 3.607782 3.299997 3.408119 0.0 0.0 -0.1
H 2.828555 1.957791 2.534501 0.0 -0.2 0.1
H 4.208273 1.665045 3.665265 -0.2 -0.1 0.0
H 4.851347 2.170307 -3.155869 0.1 0.0 0.1
H 3.494872 1.100332 -2.720854 0.0 0.0 0.3
H 2.460206 2.931794 -1.455040 -0.2 0.0 -0.3
H 3.706625 4.059589 -1.897703 0.2 0.0 -0.3
H 2.607653 3.423913 -3.152217 0.1 -0.2 -0.1
C -2.342849 -4.076873 -0.657516 -0.7 0.3 0.1
C -1.079382 -3.283696 -0.441692 0.3 -0.5 0.2
O -0.786853 -3.364637 0.993039 -0.3 0.0 0.2
P -0.016232 -2.161090 1.664766 0.1 -0.6 -0.8
O 1.031775 -1.636138 0.795241 0.3 0.5 0.3
O 0.505033 -2.791249 3.026329 -0.1 0.0 0.1
C 1.592316 -3.742643 2.923861 -0.7 -0.1 0.6
C 1.339531 -4.793459 3.984606 -0.4 -0.5 -0.1
O -1.172594 -1.197314 2.128578 0.0 -0.1 0.5
C -0.945472 -0.258940 3.203785 -0.4 0.5 -0.9
C -2.065172 0.772866 3.152699 0.5 -0.2 0.8
H -2.448714 -4.403513 -1.691576 0.2 0.0 0.0
H -2.341304 -4.947831 -0.001861 0.1 -0.1 -0.1
H -3.251394 -3.519687 -0.406990 0.1 0.0 0.0
H -0.283883 -3.805911 -0.970591 0.3 0.4 0.0
H -1.078749 -2.234405 -0.733059 -0.1 -0.1 -0.4
H 1.527043 -4.230099 1.952864 0.5 0.2 -0.2
H 2.513092 -3.191803 3.094897 0.2 -0.1 -0.3
H 0.451979 -5.369057 3.705520 0.0 0.1 0.0
H 2.144568 -5.528251 4.044407 0.2 0.2 0.1
H 1.126495 -4.366589 4.963713 0.3 0.1 0.0
H -0.965699 -0.796738 4.149373 0.2 -0.1 0.0
H 0.006784 0.239305 3.015678 0.1 -0.1 0.3
H -2.092938 1.233813 4.146614 -0.2 0.1 -0.1
H -1.875293 1.550643 2.420504 -0.1 -0.1 -0.2
H -3.018049 0.271602 2.992354 -0.1 0.1 -0.1
C -5.604626 -0.532512 -0.160620 0.3 -0.8 0.4
C -4.102003 -0.546130 -0.114080 1.2 0.6 -0.2
O -3.584039 0.336660 -1.152758 -0.6 0.3 0.1
P -2.425384 1.365686 -0.810404 0.3 -0.6 -0.3
O -1.214381 0.720008 -0.326934 0.4 0.1 0.8
O -3.060840 2.395128 0.224024 0.3 -0.1 -0.1
C -4.335430 2.972014 -0.027227 -1.1 0.0 0.7
C -4.255625 4.445503 -0.327804 0.2 0.3 -0.2
O -2.281279 2.200440 -2.121213 -0.3 0.3 -0.2
C -2.320168 1.590667 -3.434131 -0.2 -0.1 -0.5
C -2.393836 2.727237 -4.432583 0.5 -0.3 0.4
H -5.957733 -0.858592 -1.135800 -0.2 0.2 0.0
H -5.954133 -1.247993 0.590992 -0.1 0.0 -0.1
H -5.984199 0.438965 0.142422 -0.1 0.1 -0.3
H -3.731488 -0.215241 0.862362 -0.1 0.1 -0.1
H -3.573875 -1.476912 -0.310501 -0.6 -0.3 0.1
H -4.893309 2.426585 -0.791121 0.4 0.1 -0.3
H -4.943894 2.804863 0.872639 0.3 0.1 0.1
H -3.725004 5.008015 0.441199 0.3 -0.2 0.0
H -3.761769 4.574821 -1.292136 0.0 0.2 0.1
H -5.245496 4.904758 -0.358979 -0.1 -0.3 -0.2
H -1.449772 0.956966 -3.609921 0.1 0.0 0.3
H -3.223330 0.979589 -3.469004 0.1 -0.1 -0.1
H -3.253681 3.345794 -4.181334 0.0 0.2 -0.3
H -1.464921 3.293720 -4.355065 -0.1 0.2 0.0
H -2.439965 2.346356 -5.451061 -0.2 -0.1 0.0

***

# 3
56
Properties=species:S:1:pos:R:3:forces:R:3 method="wB97M-V/def2-TZVPD" e_above_lowest_kcal_mol=0.0 homo_lumo_gap_ev="7.88 / 6.95" lumo_energy_ha="-0.137 / -0.164" charge=+1 multiplicity=2
W 0.332705 -0.449696 1.097645 -0.2 -0.3 0.5
F 1.990075 2.978408 -2.326960 0.1 0.0 0.0
C 3.232325 2.696765 -1.926846 -0.1 0.0 -0.1
F 3.894912 3.853165 -1.792640 0.0 -0.1 0.0
F 3.834099 2.004917 -2.912220 -0.1 0.0 0.1
C 3.269838 1.907163 -0.638428 0.0 0.1 -0.2
C 4.495123 1.799273 -0.002560 0.0 -0.1 0.2
C 4.620276 1.054194 1.164536 0.1 0.1 -0.1
C 3.504181 0.415796 1.644468 -0.1 0.0 0.1
N 2.316663 0.515528 1.031554 0.1 -0.1 0.1
C 2.165929 1.262708 -0.085759 0.1 0.0 0.0
S 0.505127 1.182104 -0.649571 0.0 0.2 -0.2
H 5.351556 2.309738 -0.424696 0.0 0.0 0.0
H 5.560369 0.970999 1.688498 0.0 0.0 0.0
H 3.545244 -0.176246 2.545156 -0.1 0.0 0.0
O -0.887534 -0.135813 2.211000 0.1 0.1 -0.2
C 0.521160 -4.763600 1.591381 -0.1 0.0 0.0
Si 1.031485 -3.017905 2.087372 0.1 0.1 0.1
C 0.293453 -2.597955 3.757356 0.0 -0.1 0.0
C 2.904855 -3.016596 2.175699 0.0 0.0 0.0
Ge -0.331831 -2.426540 -0.154946 0.0 0.2 -0.2
Si -2.530824 -3.361718 -0.081414 -0.2 -0.2 0.0
C -3.472317 -2.145372 -1.140997 0.0 0.0 0.0
C -2.490784 -5.065664 -0.845550 0.0 0.0 0.0
C -3.125752 -3.340462 1.685193 0.0 0.0 0.0
Si 1.186279 -2.774863 -1.990181 0.1 -0.1 -0.1
C 1.682563 -4.577648 -2.045514 -0.1 0.0 0.0
C 0.141094 -2.279901 -3.459456 0.0 0.0 0.1
C 2.699658 -1.683228 -1.834685 0.0 0.1 0.0
H 0.978968 -5.435346 2.325389 0.0 0.0 0.0
H 0.874301 -5.068538 0.605920 0.0 0.0 0.0
H -0.557474 -4.917835 1.641454 0.0 0.0 0.0
H 0.583816 -3.365724 4.481177 0.0 0.0 0.0
H -0.796177 -2.561702 3.712775 0.0 0.0 0.0
H 0.644992 -1.634684 4.126432 0.0 0.0 0.0
H 3.212813 -3.963762 2.628320 0.0 0.0 0.0
H 3.267559 -2.224510 2.829167 0.0 0.0 0.0
H 3.397624 -2.934281 1.206151 0.0 0.0 0.0
H -3.054632 -2.072823 -2.147146 0.0 0.0 0.0
H -3.468323 -1.150532 -0.691062 0.0 0.0 0.0
H -4.513266 -2.464887 -1.236300 0.0 0.0 0.0
H -2.126042 -5.018240 -1.874236 0.0 0.0 0.0
H -3.496854 -5.491792 -0.870628 0.0 0.0 0.0
H -1.853797 -5.754683 -0.288508 0.0 0.0 0.0
H -3.000256 -2.342707 2.113560 0.0 0.0 0.0
H -2.597070 -4.060748 2.312328 0.0 0.0 0.0
H -4.189328 -3.589006 1.724255 0.0 0.0 0.0
H 0.804129 -5.226826 -2.027859 0.0 0.0 0.0
H 2.324677 -4.851033 -1.205841 0.0 0.0 0.0
H 2.236520 -4.786282 -2.964081 0.0 0.0 0.0
H -0.731433 -2.930057 -3.555962 0.0 0.0 0.0
H 0.713843 -2.352124 -4.387078 0.0 0.0 0.0
H -0.206712 -1.248596 -3.362744 0.0 0.0 0.0
H 3.218545 -1.830170 -0.883682 0.0 0.0 0.0
H 2.427756 -0.630586 -1.938580 0.0 -0.1 0.0
H 3.406995 -1.912079 -2.636055 0.0 0.0 0.0

***

# 4
13
Properties=species:S:1:pos:R:3:forces:R:3 method="wB97M-V/def2-TZVPD" e_above_lowest_kcal_mol=75.8 homo_lumo_gap_ev=10.44 lumo_energy_ha=0.031 smiles="CC1(C)NC1=O" charge=0 multiplicity=1
C 1.167338 -0.211563 -1.223338 0.3 -0.1 1.5
C 0.290671 0.003177 -0.125114 -4.6 -0.8 1.9
C -1.329871 -0.719350 -0.098098 2.2 3.0 -2.0
C 0.551552 0.412767 1.295486 -0.1 -1.3 2.7
N 0.552343 1.040816 -1.174275 1.0 -0.7 -0.8
O 1.946105 -0.978976 -1.679769 0.4 0.2 -1.3
H -1.663475 -0.612035 0.962833 0.1 -0.6 -1.2
H -1.323326 -1.727679 -0.598601 -0.2 1.1 0.9
H -1.844454 0.113783 -0.773296 0.5 -2.1 1.4
H 0.069358 1.353298 1.626993 0.1 -0.4 -0.7
H 1.593750 0.475666 1.624792 0.1 0.2 -0.6
H 0.125341 -0.392157 2.044026 0.8 1.4 -1.6
H -0.135333 1.242254 -1.881640 -0.4 0.2 -0.2

***

# 5
44
Properties=species:S:1:pos:R:3:forces:R:3 method="wB97M-V/def2-TZVPD" e_above_lowest_kcal_mol=0.4 homo_lumo_gap_ev=8.48 lumo_energy_ha=0.087 charge=-1 multiplicity=1
N 9.794000 13.001000 1.679000 1.3 -5.2 0.0
O 9.502000 12.478000 2.765000 -0.2 -2.7 1.3
O 9.647000 14.145000 1.644000 -0.5 7.5 -1.9
O 10.282000 12.326000 0.709000 -0.5 0.4 0.9
C 13.544000 16.220000 0.849000 -0.1 -0.4 1.7
C 12.918000 14.957000 1.412000 0.5 0.7 2.7
O 13.975000 13.973000 1.374000 -1.5 0.9 0.8
C 15.072000 14.623000 0.999000 1.6 -4.9 0.3
O 16.113000 14.065000 0.878000 1.5 -0.8 0.2
O 14.906000 15.809000 0.665000 -1.2 5.9 -0.8
H 13.364000 16.978000 1.646000 0.9 0.1 -1.1
H 13.157000 16.490000 -0.093000 -0.4 0.6 -1.0
H 12.145000 14.615000 0.849000 -2.3 -1.1 -1.6
H 12.492000 15.192000 2.460000 1.0 -1.0 -1.4
C 7.839000 14.635000 5.087000 0.7 -1.9 -4.5
C 9.354000 14.544000 5.364000 -0.1 -1.0 -3.3
O 9.479000 15.226000 6.559000 2.0 0.1 0.8
C 8.298000 15.483000 7.015000 -0.5 2.6 10.1
O 8.055000 15.852000 8.265000 1.4 -1.4 -6.4
O 7.379000 15.283000 6.180000 -4.3 -0.2 0.3
H 7.327000 13.632000 4.685000 0.9 2.0 1.7
H 7.701000 15.340000 4.270000 -0.1 -0.2 -0.4
H 9.862000 15.051000 4.520000 0.1 -0.2 0.7
H 9.724000 13.514000 5.350000 0.1 0.2 0.6
C 7.724000 10.235000 5.536000 -3.4 1.5 -0.1
C 8.798000 9.514000 4.776000 1.2 -0.3 -2.6
O 9.351000 8.789000 5.845000 2.2 -1.8 0.4
C 8.926000 9.108000 7.078000 0.9 -1.2 2.2
O 9.343000 8.659000 8.153000 -1.0 1.2 -3.3
O 7.931000 9.974000 6.952000 -0.6 0.1 -0.5
H 6.589000 9.822000 5.224000 3.1 1.4 0.9
H 7.836000 11.348000 5.533000 -0.7 -0.9 -0.8
H 9.634000 10.108000 4.100000 -2.1 -0.8 2.3
H 8.399000 8.790000 3.980000 0.3 0.8 1.4
C 12.856000 11.146000 2.376000 -0.4 0.1 0.8
C 12.238000 9.853000 1.893000 -1.9 1.8 -1.2
O 12.507000 8.941000 2.893000 0.5 -2.1 0.9
C 12.850000 9.559000 4.051000 2.0 -0.6 -1.5
O 13.113000 8.966000 5.054000 -0.7 0.8 0.0
O 13.124000 10.833000 3.728000 0.3 0.5 2.2
H 12.337000 12.090000 2.400000 -1.2 -0.2 -0.3
H 13.721000 11.399000 1.856000 2.1 0.0 -0.6
H 12.639000 9.609000 0.866000 -0.8 -0.3 1.3
H 11.153000 9.996000 2.019000 0.1 0.0 -1.5